Formula: C42H53Cl7CsN10O3PS6
Source: the OMol25 dataset
Level of theory: ωB97M-V with the def2-TZVPD basis set

Each line ends with the Löwdin charge.
Cartesian coordinates (Å):
Cs1 1.2559 0.5972 0.9346  0.7674
Cl1 2.1660 6.0341 1.3526  0.6405
Cl2 4.6620 5.2030 3.0312  0.6318
Cl3 6.7726 3.2550 1.8208  0.6121
Cl4 1.7830 4.9349 -1.5372  0.5941
Cl5 3.8949 -4.4024 3.6842  0.6103
Cl6 6.2641 1.8936 -0.9352  0.5652
Cl7 4.0219 0.9795 2.7409  0.6408
S1 -3.3013 -4.2428 0.9211  0.1771
S2 -3.3939 1.3151 4.3351  0.5011
S3 3.5750 -0.8734 -0.8654  0.8224
S4 2.2688 -1.6304 3.5697  0.4476
S5 -3.3549 1.9013 0.3570  0.9609
S6 -2.0982 -1.4980 -0.6512  0.3549
P1 -2.4511 -3.4575 -0.6541  -0.1631
O1 2.1170 -0.9225 -1.2242  -0.7357
O2 -3.2122 -3.8854 -2.0378  -0.3336
O3 -1.0872 -4.2865 -0.9075  -0.3252
N1 0.1297 2.0124 -2.2970  0.1369
N2 -0.0855 3.2166 0.9775  0.0418
N3 1.6603 3.0833 3.3516  0.1177
N4 -1.5892 -0.7191 4.7124  -0.1295
N5 0.1009 2.1571 4.8798  0.1467
N6 -0.6036 3.5951 3.2162  0.1141
N7 -3.3368 1.3789 -2.5894  0.1306
N8 -1.4519 5.0407 1.6137  -0.1608
N9 -2.2521 -0.5513 2.6762  0.0830
N10 -2.0295 1.6495 -0.6412  -0.2479
C1 -0.8089 0.2851 -3.6708  -0.0310
C2 6.0000 -3.0422 2.7749  -0.1605
C3 3.9490 -1.7166 3.1719  -0.8135
C4 5.3286 3.6259 0.9273  -0.7421
C5 3.9312 -1.7254 -3.4835  -0.1320
C6 -4.5709 1.1208 -1.9754  -0.2580
C7 -0.0912 -3.0772 -2.8376  -0.0855
C8 3.2913 4.8882 0.7057  -0.7138
C9 0.4052 0.1313 -4.3225  -0.0666
C10 -0.2766 -4.3805 -2.0819  -0.4539
C11 -2.1470 1.4458 -1.8840  -0.4301
C12 -5.3512 -2.7111 -1.5564  -0.0892
C13 5.0702 3.0761 -0.3266  -0.7114
C14 -1.3158 -1.5664 2.7032  -0.1325
C15 -2.4128 -0.0072 3.8986  -0.8065
C16 4.7255 -0.6111 2.7508  -0.6714
C17 0.4737 2.9192 3.7797  -0.5570
C18 3.1530 4.3385 -0.5671  -0.6972
C19 -1.9136 5.3557 0.2850  -0.0761
C20 4.6822 -2.9301 3.1808  -0.7137
C21 -4.4003 -3.3014 -2.5850  -0.4625
C22 1.2934 1.8535 -2.9230  -0.1337
C23 -1.8389 5.9804 2.6384  -0.0761
C24 -4.7057 1.2724 -0.5941  -0.4445
C25 2.9876 -3.5986 -0.6816  -0.1181
C26 -5.6589 0.7075 -2.7249  -0.0500
C27 -4.0061 -2.2856 -3.6417  -0.0692
C28 -6.9974 0.5442 -0.7361  -0.1038
C29 4.0557 -2.5664 -0.3652  -0.3424
C30 -0.6739 3.9172 1.8486  -0.4868
C31 4.0052 3.4123 -1.1265  -0.1426
C32 6.0380 -0.7003 2.3206  -0.1352
C33 1.4683 0.9289 -3.9476  -0.0612
C34 -0.7925 -5.4975 -2.9798  -0.0531
C35 -0.8937 -1.6700 3.9738  -0.1057
C36 -1.4360 -0.5233 6.1352  -0.0510
C37 4.4433 -0.7443 -2.4446  -0.4041
C38 -0.8905 1.2410 -2.6692  -0.2294
C39 4.4061 4.5241 1.4622  -0.7272
C40 -6.8766 0.4351 -2.1089  -0.1176
C41 6.6878 -1.9243 2.3252  -0.1165
C42 -5.9014 0.9516 0.0213  -0.0944
H1 -2.7500 -0.2371 1.8474  0.0617
H2 2.1274 2.4632 -2.5860  0.0473
H3 -0.9563 -6.4014 -2.3922  0.0819
H4 4.2768 0.2958 -2.7332  0.0618
H5 5.0253 -2.7793 -0.8185  0.0915
H6 2.3094 2.5343 3.9094  -0.0017
H7 -1.0641 -2.1161 1.8141  0.0559
H8 -4.8942 -1.9218 -4.1640  0.0734
H9 4.2012 -2.4954 0.7122  0.0482
H10 4.2800 -2.7398 -3.2855  0.0653
H11 -2.8892 5.8629 2.9363  0.0834
H12 -7.7184 0.1154 -2.7101  0.0971
H13 -1.6499 -0.3621 -3.8807  0.0900
H14 -1.5111 3.3588 3.6052  0.0882
H15 -1.7382 4.5229 -0.3918  0.0608
H16 -5.9721 1.0273 1.1006  0.1090
H17 -0.1502 3.5278 0.0160  -0.0094
H18 -5.6031 -3.4448 -0.7934  0.0530
H19 -1.6867 -1.4428 6.6644  0.0915
H20 0.3043 -2.2848 -2.2025  0.0424
H21 5.5064 -0.8479 -2.2218  0.0743
H22 0.6936 -4.6841 -1.6825  0.1156
H23 -3.3260 -2.7394 -4.3668  0.0766
H24 2.9589 -3.8626 -1.7390  0.0618
H25 -0.1475 -2.3099 4.4116  0.0688
H26 0.7548 1.4152 5.0841  0.0825
H27 0.6187 -3.2579 -3.6516  0.0819
H28 6.4742 -4.0148 2.8016  0.0891
H29 -5.5461 0.5885 -3.7974  0.1079
H30 -2.1143 0.2693 6.4432  0.0462
H31 -6.2605 -2.3836 -2.0682  0.0722
H32 7.7134 -2.0046 1.9894  0.0916
H33 -1.7364 -5.2092 -3.4412  0.0664
H34 3.1724 -4.4987 -0.0938  0.0834
H35 -3.2659 1.1948 -3.5747  0.1285
H36 -1.7079 6.9986 2.2583  0.0804
H37 4.2787 -1.4361 -4.4772  0.0733
H38 -4.8966 -4.1451 -3.0760  0.1343
H39 -3.4988 -1.4504 -3.1585  0.0269
H40 -0.4100 -0.2468 6.3781  0.0846
H41 -1.3999 6.2369 -0.1165  0.0872
H42 -0.8697 1.8699 4.8948  0.0057
H43 2.8393 -1.7311 -3.4848  0.0527
H44 -0.0593 -5.7121 -3.7618  0.0738
H45 -4.9023 -1.8472 -1.0624  0.0423
H46 6.5389 0.1953 1.9765  0.0734
H47 -1.2102 5.8627 3.5156  0.0809
H48 -2.9907 5.5504 0.2976  0.0826
H49 2.4380 0.8350 -4.4206  0.1017
H50 -1.0375 -2.7379 -3.2634  0.0516
H51 -7.9322 0.3056 -0.2458  0.0969
H52 0.5182 -0.6253 -5.0898  0.1076
H53 2.0050 -3.2138 -0.4082  0.0718

The charge is -2. As for the spin multiplicity: 1. The calculation puts the total energy at -227970.864 eV. As for the lowest unoccupied orbital energy: 3.287 eV.


Formula: C42H54Br2F4N4OPTi
Source: the OMol25 dataset
Level of theory: ωB97M-V with the def2-TZVPD basis set

Each line ends with the Löwdin charge.
Cartesian coordinates (Å):
Br1 -0.2274 -0.3815 -2.1488  0.9769
Br2 -1.7853 -3.0139 -0.5450  0.8438
Ti1 -0.1307 1.2625 0.1918  1.0597
P1 1.5579 -3.0132 -0.0753  1.0770
F1 2.5051 -5.9237 0.4357  0.1191
F2 -1.5562 -8.1011 -0.1430  0.1933
F3 1.0981 -8.1519 0.3735  0.1836
F4 -2.8013 -5.7700 -0.5579  0.1088
O1 -0.1336 2.2626 -1.2111  -0.2584
N1 1.9765 1.4633 0.5488  -0.1049
N2 -2.1934 0.8224 0.3635  -0.1430
N3 -0.2787 2.9386 1.4294  -0.1070
N4 -0.0618 -0.3583 1.6234  -0.1346
C1 -0.7677 -4.6015 -0.2951  -0.5444
C2 2.7446 -3.2388 1.2939  -0.3968
C3 2.3464 -0.0136 2.5591  -0.1280
C4 0.0366 1.0514 -4.6211  -0.0219
C5 0.2814 0.7996 -7.4415  -0.0534
C6 -0.8668 -6.9877 -0.1131  -0.1225
C7 -1.3570 5.1087 -1.7947  -0.0199
C8 -1.4977 -5.7730 -0.3338  -0.2622
C9 0.0761 3.4521 -4.6769  0.0631
C10 -0.0507 1.1655 -3.2569  -0.4751
C11 2.1869 2.7504 1.2969  -0.1213
C12 2.5808 -3.0281 -1.5899  -0.3699
C13 0.2187 2.2211 -6.8840  -0.5526
C14 3.6929 -1.6756 -3.2753  -0.0705
C15 4.9476 -3.0305 2.2569  -0.0542
C16 -0.0710 4.9706 -2.6259  -0.5221
C17 3.1058 -3.7400 3.6318  -0.0578
C18 -2.7976 3.0075 1.5413  -0.1245
C19 4.2133 -2.8196 -3.8610  -0.0477
C20 3.1169 -4.1695 -2.1920  -0.0509
C21 0.8863 -0.4069 2.8051  -0.1461
C22 -3.0297 2.0763 0.3381  -0.1357
C23 -1.4890 2.8629 2.3103  -0.1435
C24 -0.0628 6.1000 -3.6576  -0.0394
C25 2.7328 0.2984 1.1343  -0.1593
C26 -1.4111 -0.7892 2.1512  -0.1667
C27 0.4885 -7.0102 0.1507  -0.1255
C28 2.2554 -3.6415 2.5390  -0.1282
C29 0.1143 2.2309 -5.3619  -0.1128
C30 1.1559 5.1440 -1.7209  -0.0201
C31 1.0014 3.0655 2.1978  -0.1187
C32 0.6130 -4.5856 -0.0618  -0.3114
C33 -2.6043 -0.1333 1.4471  -0.1361
C34 4.4544 -3.4249 3.4921  -0.0553
C35 -1.0163 2.9300 -7.4640  -0.0231
C36 4.0982 -2.9434 1.1565  -0.0876
C37 2.8780 -1.7865 -2.1566  -0.1753
C38 3.9185 -4.0633 -3.3195  -0.0377
C39 1.4920 2.9754 -7.2987  -0.0258
C40 -0.0678 2.3824 -2.5898  -0.2690
C41 1.2026 -5.8235 0.1727  -0.2137
C42 -0.0208 3.5921 -3.2961  -0.0629
H1 -2.3742 0.3564 -0.5254  0.0905
H2 0.0409 0.0810 -5.0982  0.1171
H3 0.4469 0.2343 3.5665  0.1146
H4 2.5549 -0.5565 0.4846  0.0632
H5 4.8462 -2.7451 -4.7373  0.1210
H6 4.5012 -2.6631 0.1887  0.1098
H7 0.9429 2.3805 3.0410  0.1185
H8 3.0923 2.6902 1.8975  0.1457
H9 0.2552 -1.1377 0.9960  0.0255
H10 -1.0855 3.9695 -7.1359  0.0849
H11 -3.2615 -0.8840 1.0152  0.1154
H12 -0.3770 3.7592 0.8331  0.1289
H13 1.1463 6.1331 -1.2570  0.1058
H14 2.3308 3.5439 0.5732  0.1185
H15 0.8671 6.1242 -4.2299  0.1025
H16 -3.1958 0.4246 2.1673  0.1294
H17 2.3667 1.6017 -0.3805  0.1365
H18 0.8456 -1.4227 3.1877  0.1176
H19 -1.4511 4.3163 -1.0469  0.0380
H20 -0.9532 2.9336 -8.5536  0.1022
H21 6.0035 -2.8137 2.1395  0.1189
H22 -0.9029 6.0257 -4.3514  0.1023
H23 -1.3615 6.0702 -1.2745  0.1044
H24 2.7251 -4.0813 4.5878  0.1189
H25 -1.9381 2.4162 -7.1817  0.0973
H26 -2.7992 2.5817 -0.5969  0.1115
H27 2.9230 -5.1490 -1.7947  0.1027
H28 -4.0773 1.7851 0.2940  0.1449
H29 1.1056 4.0748 2.5921  0.1548
H30 2.3852 2.5146 -6.8700  0.0958
H31 1.5893 2.9499 -8.3852  0.1012
H32 3.9168 -0.7016 -3.6929  0.1089
H33 -1.4309 1.9168 2.8522  0.1163
H34 0.1226 4.3548 -5.2700  0.1079
H35 1.4666 4.0253 -6.9984  0.0845
H36 1.2099 -3.9243 2.6486  0.1119
H37 -1.4730 -1.8732 2.0890  0.1007
H38 2.4626 -0.8833 -1.7212  0.0278
H39 2.9809 -0.8442 2.8711  0.1138
H40 -3.5956 2.8855 2.2741  0.1358
H41 -0.1514 7.0567 -3.1385  0.1045
H42 4.3210 -4.9612 -3.7728  0.1238
H43 -2.8906 4.0349 1.1831  0.1315
H44 5.1221 -3.5154 4.3394  0.1193
H45 1.1466 0.2469 -7.0637  0.0928
H46 3.7957 0.5332 1.0850  0.1499
H47 1.1640 4.3968 -0.9270  0.0379
H48 2.6137 0.8223 3.2087  0.1202
H49 0.3778 0.8460 -8.5262  0.1011
H50 2.0850 5.0462 -2.2861  0.1087
H51 -0.6278 0.2316 -7.2238  0.0942
H52 -1.4392 -0.5267 3.2042  0.1228
H53 -1.4347 3.6584 3.0517  0.1501
H54 -2.2454 5.0698 -2.4297  0.1098

The charge is +3. As for the spin multiplicity: 1. The calculation puts the total energy at -235775.271 eV. As for the lowest unoccupied orbital energy: -10.414 eV.


| no. | HOMO (eV) |
| --- | --- |
| 1 | -2.75 |
| 2 | -15.32 |